1.
Molecular formula: C35H45BrFN4O6S
Method: DFT, ωB97M-V/def2-TZVPD

Calculated values
**F_max**: 3.63 eV/A
**HOMO-LUMO gap**: 6.46 eV
**Charge**: +1

Element x y z (Å)
C (0.27, 0.21, 4.96)
C (0.47, -1.23, 4.32)
C (-0.78, -1.70, 3.51)
O (-1.78, -1.95, 4.11)
O (-0.65, -1.83, 2.11)
C (-0.98, -0.57, 1.46)
C (-1.81, -0.85, 0.15)
N (-1.11, -0.53, -1.12)
C (0.19, -1.09, -1.32)
N (0.55, -2.29, -1.68)
S (2.23, -2.74, -1.91)
C (-0.46, -3.36, -1.93)
C (-1.03, -4.05, -0.63)
C (-0.79, -5.60, -0.54)
O (-1.28, -6.18, 0.39)
N (-0.05, -6.39, -1.51)
C (1.38, -6.32, -1.30)
C (1.98, -5.71, -0.12)
C (3.44, -5.68, 0.08)
C (4.25, -6.29, -0.97)
C (3.68, -6.89, -2.16)
C (2.24, -6.91, -2.34)
N (1.12, -0.04, -1.12)
O (2.03, -0.15, -0.07)
C (0.59, 1.28, -1.44)
Br (1.07, 1.49, -3.38)
C (1.02, 2.51, -0.59)
C (0.52, 3.85, -1.31)
C (1.70, 4.63, -2.03)
C (1.21, 6.10, -2.39)
O (1.41, 6.38, -3.81)
C (0.26, 7.02, -4.30)
C (-0.83, 6.18, -5.06)
O (0.12, 8.19, -4.12)
C (-0.97, 0.88, -1.49)
F (-1.76, 1.84, -0.84)
H (-0.41, 0.77, 4.27)
H (-0.20, 0.04, 5.96)
H (1.26, 0.73, 5.08)
H (1.33, -1.22, 3.59)
H (0.76, -1.94, 5.14)
H (-0.10, 0.11, 1.33)
H (-1.67, -0.04, 2.18)
H (-2.20, -1.89, 0.20)
H (-2.72, -0.19, 0.21)
H (2.67, -1.87, -2.89)
H (0.06, -4.13, -2.56)
H (-1.25, -2.91, -2.59)
H (-0.70, -3.53, 0.31)
H (-2.15, -3.91, -0.65)
H (-0.30, -6.19, -2.48)
H (1.38, -5.26, 0.70)
H (3.89, -5.22, 0.99)
H (5.35, -6.29, -0.79)
H (4.32, -7.33, -2.95)
H (1.80, -7.38, -3.24)
H (1.99, -1.04, 0.32)
H (0.45, 2.47, 0.38)
H (2.12, 2.59, -0.42)
H (-0.28, 3.63, -2.06)
H (0.06, 4.57, -0.58)
H (2.57, 4.68, -1.32)
H (2.01, 4.18, -3.00)
H (1.85, 6.81, -1.80)
H (0.13, 6.26, -2.14)
H (-1.43, 6.89, -5.68)
H (-1.53, 5.68, -4.34)
H (-0.37, 5.43, -5.75)
H (-1.37, 0.93, -2.53)
C (-4.87, 1.32, -6.66)
C (-3.89, 0.33, -6.71)
C (-2.70, 0.51, -6.01)
C (-2.49, 1.66, -5.26)
C (-3.47, 2.64, -5.22)
C (-4.66, 2.47, -5.92)
H (-5.80, 1.18, -7.21)
H (-4.05, -0.57, -7.28)
H (-1.93, -0.26, -6.05)
H (-1.56, 1.79, -4.72)
H (-3.31, 3.54, -4.63)
H (-5.42, 3.24, -5.89)
C (0.57, 2.41, 10.41)
C (-0.50, 1.74, 9.82)
C (-0.28, 0.54, 9.16)
C (1.00, 0.00, 9.10)
C (2.06, 0.67, 9.69)
C (1.85, 1.88, 10.34)
H (0.40, 3.36, 10.91)
H (-1.50, 2.16, 9.87)
H (-1.11, 0.02, 8.70)
H (1.16, -0.95, 8.60)
H (3.06, 0.24, 9.65)
H (2.68, 2.40, 10.79)

2.
Molecular formula: C21H19N10O10Ru
Method: DFT, ωB97M-V/def2-TZVPD

Calculated values
**F_max**: 4.10 eV/A
**HOMO-LUMO gap (spin up / spin down)**: 5.78 / 6.40 eV
**Energy relative to the best compared isomer or geometry (same formula, charge and spin)**: 461.1 kJ/mol
**Spin multiplicity**: 2

Element x y z (Å)
Ru (0.41, 0.36, 0.16)
C (-6.00, 2.98, -0.83)
O (-5.14, 4.10, -0.84)
C (-3.81, 3.90, -0.77)
C (-3.02, 5.08, -0.71)
C (-1.67, 4.99, -0.59)
C (-0.99, 3.75, -0.56)
C (0.43, 3.68, -0.41)
C (1.24, 4.95, -0.55)
O (1.07, 2.64, -0.16)
C (-1.78, 2.55, -0.70)
O (-1.26, 1.40, -0.83)
C (-3.20, 2.67, -0.77)
H (-7.01, 3.38, -0.78)
H (-5.81, 2.36, 0.05)
H (-5.87, 2.37, -1.73)
H (-3.53, 6.03, -0.74)
H (-1.10, 5.90, -0.50)
H (1.12, 5.55, 0.36)
H (0.89, 5.53, -1.40)
H (2.29, 4.70, -0.67)
H (-3.74, 1.75, -0.84)
O (-3.07, -1.61, -0.11)
C (-1.88, -1.67, 0.16)
O (-1.23, -0.99, 1.01)
C (-1.03, -2.80, -0.46)
C (-1.44, -4.09, -0.30)
C (-0.58, -5.16, -0.61)
C (0.70, -4.90, -1.09)
C (1.09, -3.60, -1.32)
C (0.23, -2.47, -1.06)
O (0.61, -1.30, -1.34)
N (2.44, -3.35, -1.71)
O (3.30, -4.07, -1.21)
O (2.69, -2.41, -2.43)
N (-0.99, -6.50, -0.39)
O (-0.24, -7.39, -0.75)
O (-2.07, -6.69, 0.16)
H (-2.43, -4.31, 0.08)
H (1.38, -5.71, -1.28)
N (-0.38, -1.62, 4.44)
N (-0.08, -0.53, 3.71)
N (-0.63, 0.64, 3.93)
C (-0.01, 1.41, 3.06)
N (0.89, 0.72, 2.35)
N (0.84, -0.52, 2.79)
H (-1.29, -1.53, 4.88)
H (-0.27, -2.47, 3.91)
H (-0.19, 2.46, 2.94)
N (5.20, -2.50, 0.47)
C (4.56, -1.46, -0.11)
C (3.30, -1.00, 0.35)
N (2.72, 0.05, -0.20)
C (3.31, 0.65, -1.23)
C (4.56, 0.21, -1.66)
N (5.17, -0.81, -1.10)
H (4.64, -3.19, 0.94)
H (6.00, -2.85, -0.04)
H (2.79, -1.48, 1.17)
H (2.80, 1.49, -1.68)
H (5.08, 0.68, -2.48)

3.
Molecular formula: C19H27BaClN8O6S
Method: DFT, ωB97M-V/def2-TZVPD

Calculated values
**F_max**: 0.21 eV/A
**HOMO-LUMO gap**: 6.91 eV
**Energy relative to the best compared isomer or geometry (same formula, charge and spin)**: 26.8 kJ/mol
**Charge**: -2

Element x y z (Å)
Ba (0.60, -0.19, -0.93)
O (2.24, -1.72, 0.93)
C (3.52, -1.13, 1.01)
C (3.48, 0.23, 1.72)
N (2.33, 1.05, 1.33)
C (1.55, 1.51, 2.48)
C (0.93, 0.43, 3.40)
O (0.45, 0.86, 4.45)
O (0.94, -0.78, 3.01)
C (2.73, 2.19, 0.52)
C (3.41, 1.83, -0.82)
O (4.18, 2.68, -1.30)
O (3.06, 0.73, -1.35)
H (1.73, -1.37, 1.72)
H (3.90, -1.01, 0.00)
H (4.21, -1.78, 1.57)
H (4.42, 0.76, 1.52)
H (3.43, 0.06, 2.80)
H (0.71, 2.09, 2.10)
H (2.15, 2.17, 3.13)
H (3.40, 2.87, 1.06)
H (1.83, 2.75, 0.26)
S (-1.48, -5.34, -1.43)
C (-0.47, -4.04, -1.70)
N (0.25, -3.14, -1.87)
N (-5.29, -2.20, -1.66)
C (-4.61, -1.58, -2.38)
N (-3.94, -0.86, -3.24)
C (-2.66, -0.63, -3.04)
N (-1.53, -0.37, -2.96)
C (-1.79, 2.11, 0.95)
O (-0.96, 1.31, 0.20)
H (-1.56, 3.19, 0.84)
H (-1.73, 1.90, 2.03)
H (-2.86, 2.00, 0.67)
Cl (2.92, 4.73, -4.79)
C (1.60, 4.12, -3.83)
C (0.45, 4.87, -3.68)
C (-0.57, 4.34, -2.91)
C (-0.40, 3.09, -2.34)
N (0.71, 2.38, -2.49)
C (1.71, 2.88, -3.22)
H (0.37, 5.84, -4.15)
H (-1.49, 4.89, -2.75)
H (-1.16, 2.63, -1.71)
H (2.62, 2.29, -3.28)
N (-2.80, -3.85, 1.09)
C (-1.66, -3.90, 2.06)
C (-0.51, -3.07, 1.51)
N (-0.90, -1.74, 1.09)
C (-2.12, -1.65, 0.32)
C (-3.28, -2.45, 0.89)
H (-3.56, -4.45, 1.39)
H (-2.46, -4.26, 0.17)
H (-1.37, -4.95, 2.19)
H (-2.03, -3.50, 3.01)
H (-0.06, -3.61, 0.68)
H (0.25, -2.97, 2.29)
H (-0.81, -1.07, 1.85)
H (-1.94, -2.02, -0.70)
H (-2.39, -0.60, 0.23)
H (-4.13, -2.47, 0.21)
H (-3.57, -2.08, 1.88)

4.
Molecular formula: C10H18N2O5
Method: DFT, ωB97M-V/def2-TZVPD

Calculated values
**F_max**: 4.53 eV/A
**HOMO-LUMO gap**: 9.87 eV
**Energy relative to the best compared isomer or geometry (same formula, charge and spin)**: 404.9 kJ/mol

Element x y z (Å)
C (-0.71, 1.58, 0.36)
C (0.23, 1.04, -0.63)
C (-0.03, 1.98, 1.58)
C (0.82, 3.35, 1.58)
C (1.91, 3.32, 0.58)
C (-0.19, 4.48, 1.49)
C (0.18, -1.51, -0.25)
C (0.07, -1.99, 1.10)
C (0.73, -2.64, -1.23)
C (-0.54, -2.87, -2.10)
H (-2.80, 0.54, 0.83)
H (-1.55, -0.31, 0.17)
H (-1.18, 2.39, -0.11)
H (0.70, 1.35, 1.90)
H (-0.62, 2.10, 2.41)
H (1.28, 3.42, 2.58)
H (2.57, 4.11, 1.03)
H (2.38, 2.36, 0.35)
H (1.63, 3.54, -0.41)
H (0.30, 5.45, 1.68)
H (-1.11, 4.40, 2.11)
H (-0.51, 4.68, 0.50)
H (1.45, -0.28, -1.25)
H (-0.80, -1.62, -0.50)
H (0.70, -3.59, -0.72)
H (1.58, -2.40, -1.93)
H (-1.18, -2.15, -3.77)
H (-0.07, -1.49, 2.93)
N (-1.72, 0.46, 0.78)
N (0.73, -0.27, -0.54)
O (0.76, 1.76, -1.46)
O (-0.36, -3.07, 1.39)
O (-1.36, -3.72, -1.90)
O (-0.51, -1.96, -3.15)
O (0.17, -1.06, 2.06)

5.
Molecular formula: C34H30N6NaO6S
Method: DFT, ωB97M-V/def2-TZVPD

Calculated values
**F_max**: 1.16 eV/A
**HOMO-LUMO gap**: 5.50 eV
**Energy relative to the best compared isomer or geometry (same formula, charge and spin)**: 23.3 kJ/mol
**Charge**: -1

Element x y z (Å)
Na (-0.23, 0.42, -0.71)
C (4.00, -1.98, -1.15)
C (3.33, -0.81, -0.73)
N (2.17, -0.82, -0.13)
C (1.55, -2.01, 0.11)
C (2.12, -3.25, -0.31)
C (3.39, -3.19, -0.94)
C (1.44, -4.46, -0.10)
C (0.21, -4.43, 0.50)
C (-0.37, -3.24, 0.94)
C (0.26, -1.99, 0.79)
N (-0.29, -0.80, 1.11)
C (-1.25, -0.65, 2.05)
C (-1.35, -1.41, 3.22)
C (-2.38, -1.21, 4.15)
C (-3.35, -0.25, 3.97)
C (-3.26, 0.59, 2.84)
C (-4.20, 1.62, 2.60)
C (-4.06, 2.43, 1.52)
C (-2.97, 2.23, 0.66)
N (-2.08, 1.28, 0.83)
C (-2.21, 0.43, 1.90)
H (4.96, -1.92, -1.64)
H (3.78, 0.16, -0.90)
H (3.85, -4.11, -1.27)
H (1.89, -5.39, -0.43)
H (-0.34, -5.36, 0.65)
H (-1.36, -3.26, 1.38)
H (-0.61, -2.17, 3.40)
H (-2.40, -1.83, 5.04)
H (-4.16, -0.13, 4.67)
H (-5.02, 1.75, 3.30)
H (-4.76, 3.23, 1.32)
H (-2.82, 2.90, -0.18)
O (-2.45, -0.12, -4.02)
C (-1.77, -0.82, -3.23)
O (-1.39, -0.52, -2.08)
C (-1.27, -2.16, -3.75)
C (-0.20, -2.79, -3.12)
C (0.35, -3.95, -3.64)
C (-0.22, -4.49, -4.78)
C (-1.31, -3.91, -5.41)
C (-1.83, -2.74, -4.89)
N (0.38, -5.71, -5.37)
O (1.36, -6.18, -4.83)
O (-0.13, -6.17, -6.37)
H (0.20, -2.35, -2.21)
H (1.19, -4.44, -3.17)
H (-1.72, -4.37, -6.29)
H (-2.67, -2.24, -5.35)
C (-2.45, 6.78, 1.00)
C (-1.48, 5.62, 0.99)
C (-0.86, 5.21, -0.19)
C (0.03, 4.14, -0.20)
C (0.29, 3.45, 0.98)
C (-0.32, 3.85, 2.16)
C (-1.19, 4.93, 2.16)
S (1.32, 1.96, 1.07)
C (2.80, 2.75, 0.40)
O (1.56, 1.77, 2.53)
H (-2.55, 7.21, 0.00)
H (-2.12, 7.56, 1.68)
H (-3.44, 6.45, 1.33)
H (-1.07, 5.73, -1.11)
H (0.50, 3.84, -1.12)
H (-0.10, 3.29, 3.07)
H (-1.67, 5.23, 3.09)
H (2.93, 3.73, 0.87)
H (2.68, 2.83, -0.68)
H (3.64, 2.10, 0.65)
N (-1.30, 2.31, -2.75)
C (-0.08, 1.74, -3.00)
N (0.14, 1.35, -4.29)
O (0.82, 1.66, -2.14)
H (-2.06, 1.84, -3.25)
H (-1.50, 2.41, -1.77)
H (-0.68, 1.08, -4.82)
H (0.95, 0.77, -4.41)

6.
Molecular formula: C27H45BrN4O2S
Method: DFT, ωB97M-V/def2-TZVPD

Calculated values
**F_max**: 3.67 eV/A
**HOMO-LUMO gap**: 7.82 eV
**Spin multiplicity**: 3

Element x y z (Å)
C (2.41, -1.79, 5.55)
C (2.93, -0.65, 4.57)
C (2.46, 0.84, 5.01)
Br (2.25, 0.82, 6.97)
C (3.53, 1.86, 4.48)
C (4.22, 1.54, 3.22)
C (5.25, 2.50, 2.62)
C (5.62, 3.75, 3.29)
C (4.96, 4.15, 4.58)
N (5.12, 5.25, 5.37)
S (4.07, 5.14, 6.66)
N (3.36, 3.69, 6.27)
C (3.90, 3.17, 5.11)
H (1.32, -1.69, 5.82)
H (3.08, -1.92, 6.46)
H (2.51, -2.76, 4.98)
H (2.45, -0.86, 3.56)
H (4.05, -0.74, 4.55)
H (1.51, 1.03, 4.44)
H (4.02, 0.61, 2.62)
H (5.76, 2.29, 1.65)
H (6.39, 4.44, 2.85)
C (2.10, -4.90, -0.66)
C (1.59, -3.87, 0.38)
C (0.05, -3.86, 0.41)
C (-0.58, -3.17, -0.80)
C (0.01, -1.77, -0.99)
C (1.54, -1.77, -1.06)
N (2.17, -2.52, 0.07)
O (2.07, -1.77, 1.16)
C (1.99, -2.37, -2.41)
C (2.03, -0.31, -1.13)
C (2.09, -4.42, 1.73)
H (2.33, -5.87, -0.20)
H (1.37, -5.11, -1.44)
H (3.03, -4.58, -1.14)
H (-0.30, -3.35, 1.31)
H (-0.33, -4.88, 0.47)
H (-0.44, -3.77, -1.70)
H (-1.66, -3.09, -0.65)
H (-0.41, -1.33, -1.90)
H (-0.33, -1.14, -0.17)
H (3.08, -2.46, -2.46)
H (1.68, -1.72, -3.24)
H (1.56, -3.34, -2.63)
H (1.68, 0.29, -0.28)
H (1.66, 0.18, -2.03)
H (3.12, -0.26, -1.16)
H (3.18, -4.44, 1.78)
H (1.72, -5.44, 1.88)
H (1.72, -3.84, 2.58)
C (-5.78, 0.59, -2.67)
C (-4.42, 1.00, -2.05)
C (-4.56, 2.34, -1.30)
C (-4.66, 3.55, -2.23)
C (-3.52, 3.56, -3.23)
C (-3.39, 2.24, -4.01)
N (-3.38, 1.04, -3.12)
O (-2.18, 0.98, -2.53)
C (-4.55, 2.13, -5.03)
C (-2.13, 2.31, -4.90)
C (-4.13, -0.10, -1.00)
H (-6.34, -0.09, -2.02)
H (-6.44, 1.44, -2.84)
H (-5.65, 0.05, -3.61)
H (-3.70, 2.49, -0.64)
H (-5.44, 2.31, -0.65)
H (-5.63, 3.55, -2.75)
H (-4.64, 4.46, -1.64)
H (-3.66, 4.39, -3.93)
H (-2.58, 3.77, -2.70)
H (-4.53, 1.16, -5.54)
H (-4.46, 2.90, -5.80)
H (-5.53, 2.27, -4.59)
H (-1.22, 2.51, -4.33)
H (-2.22, 3.12, -5.63)
H (-1.99, 1.38, -5.46)
H (-4.01, -1.08, -1.47)
H (-4.96, -0.17, -0.28)
H (-3.24, 0.11, -0.40)

7.
Molecular formula: C24H15Cl4GaIN2O4S5
Method: DFT, ωB97M-V/def2-TZVPD

Calculated values
**F_max**: 1.64 eV/A
**HOMO-LUMO gap**: 6.72 eV
**Energy relative to the best compared isomer or geometry (same formula, charge and spin)**: 0.0 kJ/mol
**Charge**: -1

Element x y z (Å)
Ga (-0.28, -0.77, 0.73)
C (-2.42, -4.44, -0.85)
C (-2.02, -3.40, -1.85)
N (-2.54, -3.42, -3.05)
C (-2.20, -2.49, -3.96)
C (-1.23, -1.54, -3.72)
C (-0.91, -0.55, -4.81)
O (0.12, -1.04, -5.70)
C (-0.61, -1.51, -2.43)
C (0.45, -0.57, -2.13)
N (0.90, -0.30, -0.95)
C (1.96, 0.65, -0.86)
C (1.75, 1.97, -1.27)
C (2.77, 2.88, -1.14)
C (4.01, 2.47, -0.69)
C (4.23, 1.18, -0.29)
C (3.18, 0.28, -0.36)
I (3.49, -1.68, 0.20)
C (-1.05, -2.42, -1.43)
O (-0.65, -2.41, -0.22)
H (-3.09, -5.16, -1.32)
H (-2.87, -3.93, 0.02)
H (-1.53, -4.96, -0.48)
H (-2.70, -2.48, -4.93)
H (-0.54, 0.39, -4.42)
H (-1.81, -0.38, -5.40)
H (0.26, -1.96, -5.50)
H (0.92, -0.07, -2.96)
H (0.77, 2.28, -1.62)
H (2.56, 3.92, -1.37)
H (4.84, 3.18, -0.63)
H (5.19, 0.87, 0.11)
Cl (-3.93, 4.62, -0.65)
C (-2.77, 3.54, 0.06)
C (-1.87, 4.02, 1.01)
Cl (-1.93, 5.67, 1.53)
C (-0.92, 3.13, 1.54)
Cl (0.26, 3.63, 2.71)
C (-0.85, 1.81, 1.12)
O (0.09, 0.98, 1.50)
C (-1.88, 1.31, 0.27)
O (-1.90, 0.00, 0.09)
C (-2.76, 2.19, -0.32)
Cl (-3.82, 1.56, -1.52)
C (3.17, -1.62, 4.75)
S (2.64, -0.01, 4.16)
C (0.90, -0.04, 4.46)
C (-0.04, -0.76, 3.81)
S (0.19, -1.99, 2.59)
S (-1.69, -0.42, 4.26)
C (-1.40, 0.86, 5.40)
S (-2.57, 1.63, 6.24)
S (0.30, 1.14, 5.61)
H (4.25, -1.66, 4.72)
H (2.72, -2.43, 4.15)
H (2.85, -1.77, 5.78)

8.
Molecular formula: C5H10Cl3O3P
Method: DFT, ωB97M-V/def2-TZVPD

Calculated values
**F_max**: 5.08 eV/A
**HOMO-LUMO gap**: 9.94 eV
**Energy relative to the best compared isomer or geometry (same formula, charge and spin)**: 0.0 kJ/mol

Element x y z (Å)
C (0.81, 1.06, 0.90)
C (1.41, 0.52, -1.37)
C (2.01, -1.26, 0.28)
C (0.97, -0.17, -0.06)
C (-0.48, -0.79, -0.12)
O (-3.12, 0.66, 1.47)
O (-3.69, 0.94, -0.97)
O (-1.50, 0.14, -0.47)
P (-3.12, -0.16, 0.07)
Cl (3.69, -0.66, 0.38)
Cl (-0.95, -1.53, 1.51)
Cl (-0.53, -2.14, -1.27)
H (0.58, 0.96, 1.96)
H (0.15, 1.72, 0.52)
H (1.70, 1.51, 1.02)
H (1.26, -0.29, -2.07)
H (0.75, 1.32, -1.67)
H (2.37, 0.71, -1.15)
H (1.91, -1.90, -0.50)
H (1.68, -1.73, 1.26)
H (-2.54, 0.26, 2.12)
H (-3.37, 0.83, -1.83)

Look up the F_max of the first one.
3.63 eV/A